# C56H98N14

14 unconnected molecules or ions with the total composition C56H98N14 (ωB97M-V/def2-TZVPD, OMol25).

Each line ends with the Mulliken charge.
Cartesian coordinates (Å):
C (8.011, 1.438, -2.063)  -1.197
C (6.650, 1.798, -2.555)  -0.462
C (6.121, 1.014, -3.717)  -0.309
C (6.914, 0.990, -4.978)  0.286
N (7.492, 0.894, -5.971)  -0.429
H (8.334, 2.104, -1.263)  0.330
H (8.731, 1.464, -2.881)  0.343
H (8.026, 0.415, -1.689)  0.305
H (6.755, 2.873, -2.698)  0.282
H (5.953, 1.751, -1.719)  0.345
H (5.105, 1.394, -3.822)  0.268
H (5.930, -0.032, -3.479)  0.236
C (-3.340, -1.168, -10.229)  -1.105
C (-3.141, 0.360, -10.207)  -0.404
C (-2.787, 1.016, -8.891)  -0.358
C (-1.469, 0.626, -8.309)  0.186
N (-0.465, 0.271, -7.894)  -0.408
H (-3.454, -1.609, -11.220)  0.319
H (-4.172, -1.463, -9.591)  0.319
H (-2.507, -1.615, -9.686)  0.309
H (-3.984, 0.876, -10.667)  0.311
H (-2.364, 0.614, -10.928)  0.300
H (-3.517, 0.717, -8.139)  0.257
H (-2.708, 2.098, -8.993)  0.274
C (1.738, 10.757, -5.602)  -1.179
C (0.930, 9.666, -6.297)  -0.330
C (1.226, 8.210, -5.859)  -0.333
C (2.630, 7.817, -5.993)  0.185
N (3.721, 7.485, -6.134)  -0.408
H (1.742, 10.691, -4.514)  0.302
H (1.365, 11.775, -5.714)  0.346
H (2.790, 10.716, -5.881)  0.341
H (1.012, 9.727, -7.382)  0.277
H (-0.088, 9.891, -5.980)  0.256
H (0.688, 7.506, -6.493)  0.275
H (0.929, 8.015, -4.828)  0.270
C (-9.618, 2.397, 4.805)  -1.290
C (-9.175, 1.914, 6.135)  -0.204
C (-7.781, 2.386, 6.562)  -0.447
C (-6.715, 2.120, 5.579)  0.238
N (-5.888, 1.938, 4.808)  -0.419
H (-10.660, 2.264, 4.515)  0.361
H (-9.156, 1.919, 3.941)  0.346
H (-9.416, 3.455, 4.638)  0.327
H (-9.328, 0.840, 6.029)  0.240
H (-9.869, 2.339, 6.861)  0.254
H (-7.452, 1.975, 7.517)  0.317
H (-7.816, 3.444, 6.819)  0.279
C (4.362, -10.563, 5.464)  -1.171
C (5.265, -9.338, 5.371)  -0.367
C (4.531, -7.966, 5.293)  -0.318
C (3.418, -7.866, 4.260)  0.188
N (2.572, -7.767, 3.445)  -0.444
H (4.842, -11.534, 5.341)  0.328
H (3.609, -10.487, 4.680)  0.336
H (3.718, -10.490, 6.341)  0.313
H (5.875, -9.510, 4.483)  0.277
H (5.973, -9.349, 6.199)  0.301
H (5.226, -7.166, 5.038)  0.293
H (4.070, -7.764, 6.260)  0.264
C (5.946, 0.655, 4.603)  -1.129
C (7.161, 1.193, 5.346)  -0.455
C (8.337, 0.235, 5.294)  -0.336
C (8.012, -0.984, 6.059)  0.229
N (7.751, -1.947, 6.664)  -0.433
H (6.141, 0.694, 3.532)  0.296
H (5.103, 1.333, 4.734)  0.316
H (5.581, -0.323, 4.916)  0.363
H (6.988, 1.397, 6.402)  0.317
H (7.351, 2.167, 4.894)  0.301
H (9.186, 0.719, 5.778)  0.258
H (8.588, -0.097, 4.286)  0.274
C (4.238, 11.126, 2.538)  -1.052
C (4.666, 10.891, 1.063)  -0.473
C (4.464, 9.458, 0.464)  -0.408
C (5.285, 8.438, 1.131)  0.237
N (5.926, 7.638, 1.673)  -0.417
H (4.073, 12.185, 2.735)  0.326
H (4.963, 10.709, 3.238)  0.317
H (3.316, 10.591, 2.766)  0.293
H (5.709, 11.158, 0.897)  0.300
H (4.158, 11.646, 0.464)  0.330
H (4.608, 9.374, -0.613)  0.318
H (3.449, 9.163, 0.729)  0.229
C (6.119, -8.402, -1.450)  -1.035
C (6.606, -7.246, -2.366)  -0.487
C (6.045, -5.787, -2.058)  -0.381
C (6.290, -5.232, -0.725)  0.204
N (6.530, -4.812, 0.329)  -0.415
H (6.751, -9.255, -1.695)  0.306
H (5.137, -8.779, -1.734)  0.298
H (6.137, -8.214, -0.376)  0.332
H (6.542, -7.445, -3.435)  0.344
H (7.683, -7.162, -2.224)  0.293
H (4.970, -5.760, -2.236)  0.261
H (6.528, -5.066, -2.717)  0.282
C (-10.167, 0.435, -1.611)  -1.099
C (-9.034, -0.575, -1.349)  -0.375
C (-7.857, -0.445, -2.356)  -0.371
C (-8.193, -0.591, -3.760)  0.211
N (-8.456, -0.746, -4.890)  -0.447
H (-11.036, 0.207, -0.993)  0.302
H (-10.491, 0.520, -2.648)  0.358
H (-9.746, 1.392, -1.303)  0.290
H (-9.489, -1.563, -1.417)  0.310
H (-8.619, -0.447, -0.349)  0.278
H (-7.108, -1.219, -2.188)  0.280
H (-7.335, 0.510, -2.301)  0.263
C (-5.890, -6.025, 2.640)  -1.226
C (-4.673, -5.151, 2.285)  -0.345
C (-3.818, -4.703, 3.453)  -0.204
C (-4.623, -4.208, 4.568)  0.147
N (-5.259, -3.817, 5.441)  -0.423
H (-5.677, -6.976, 3.128)  0.316
H (-6.503, -6.302, 1.783)  0.345
H (-6.536, -5.452, 3.306)  0.355
H (-5.035, -4.280, 1.739)  0.259
H (-4.108, -5.808, 1.625)  0.261
H (-3.200, -3.852, 3.167)  0.255
H (-3.235, -5.531, 3.856)  0.261
C (-5.707, 6.163, 0.092)  -1.134
C (-5.215, 7.519, -0.482)  -0.468
C (-3.892, 7.383, -1.277)  -0.319
C (-4.019, 6.471, -2.408)  0.214
N (-4.140, 5.742, -3.328)  -0.446
H (-6.556, 6.335, 0.753)  0.326
H (-4.944, 5.738, 0.744)  0.311
H (-5.976, 5.400, -0.638)  0.343
H (-5.044, 8.214, 0.341)  0.306
H (-6.001, 7.960, -1.095)  0.301
H (-2.987, 7.128, -0.725)  0.307
H (-3.711, 8.388, -1.660)  0.260
C (0.015, -8.051, -3.984)  -1.070
C (-0.220, -7.854, -5.529)  -0.510
C (-0.829, -6.509, -5.930)  -0.330
C (-1.963, -6.136, -5.021)  0.195
N (-2.798, -5.816, -4.314)  -0.411
H (0.507, -8.987, -3.719)  0.351
H (-0.948, -8.015, -3.474)  0.329
H (0.602, -7.215, -3.606)  0.275
H (-0.758, -8.664, -6.021)  0.310
H (0.705, -7.982, -6.090)  0.310
H (-1.166, -6.489, -6.966)  0.316
H (-0.052, -5.748, -5.859)  0.236
C (0.628, -2.586, 7.555)  -1.199
C (-0.028, -1.318, 8.114)  -0.291
C (-0.631, -1.599, 9.511)  -0.422
C (-1.574, -0.625, 10.069)  0.131
N (-2.286, 0.171, 10.553)  -0.425
H (0.016, -3.487, 7.550)  0.346
H (1.475, -2.900, 8.165)  0.330
H (1.135, -2.346, 6.620)  0.335
H (-0.816, -0.953, 7.456)  0.347
H (0.700, -0.513, 8.213)  0.272
H (0.133, -1.735, 10.276)  0.304
H (-1.174, -2.543, 9.463)  0.271
C (0.757, -0.984, -0.537)  -1.147
C (-0.494, -0.738, -1.382)  -0.359
C (-1.102, 0.678, -1.245)  -0.343
C (-0.168, 1.816, -1.162)  0.198
N (0.611, 2.705, -1.048)  -0.456
H (0.562, -0.738, 0.507)  0.304
H (1.599, -0.390, -0.892)  0.309
H (1.036, -2.038, -0.514)  0.362
H (-1.268, -1.473, -1.165)  0.303
H (-0.186, -0.925, -2.411)  0.263
H (-1.658, 0.710, -0.308)  0.251
H (-1.804, 0.923, -2.043)  0.314

maximum force: 4.36 eV Å⁻¹
spin multiplicity: 1
energy above the lowest of the compared OMol25 structures with the same formula, charge and spin: 5.398 eV
lowest unoccupied orbital energy: 0.072 eV
molar mass: 967.50 g/mol
E_tot: -80516.8726 eV
HOMO: -11.210 eV
frontier orbital gap: 11.282 eV